Record 1
Formula: C5H11ClN2
Source: the OMol25 dataset
Level of theory: the ωB97M-V functional and the def2-TZVPD basis

XYZ file:
```
19
Properties=species:S:1:pos:R:3:forces:R:3
Cl 2.41086 1.27666 -0.31796 0.9 1.1 -0.8
N -0.48381 -0.28117 -1.57429 0.4 -0.1 -0.7
N 2.03401 -0.17664 0.34412 -1.3 -0.6 1.6
C -0.39645 -0.06165 2.11578 1.2 -0.9 2.1
C -0.52756 -0.66526 -0.36972 0.7 -0.7 0.0
C -0.40103 -1.33198 -2.60409 -0.3 0.3 1.1
C -0.34390 0.32751 0.73364 -0.5 -3.1 -2.5
C -0.47802 1.70126 0.39379 0.7 2.1 0.2
H 0.07036 -1.05334 2.32904 -0.3 0.7 -0.3
H 0.18249 0.71820 2.61682 0.2 -0.2 0.5
H 0.55351 -1.28286 -3.11775 -0.1 0.6 -0.5
H -0.71905 1.87545 -0.69366 0.5 0.0 1.4
H -0.53002 -1.79067 -0.30947 0.0 1.0 1.3
H -1.15307 2.21165 1.11475 0.0 -0.3 -0.6
H -0.39742 -2.38119 -2.23643 -0.5 0.5 0.2
H -1.34265 -0.06210 2.65826 -0.5 0.1 -0.5
H 2.26066 -0.04373 1.35315 -0.1 -0.2 -0.7
H 0.53911 2.11264 0.75292 -1.2 0.1 -1.1
H -1.27802 -1.09280 -3.18889 0.1 -0.6 -0.9
```
Forces are in eV/Å.

Computed properties:
- DFT total energy: -766.63780 a.u.
- Net charge: 0
- HOMO level (alpha / beta): -7.714 / -8.777 eV
- Energy above the lowest of the compared OMol25 structures with the same formula, charge and spin: 445.3 kJ/mol
- Frontier orbital gap (alpha / beta): 7.32 / 8.60 eV
- Multiplicity: 1
- Lowest unoccupied orbital energy (alpha / beta): -0.4 / -0.2 eV

=====

Record 2
Formula: C5H11ClSi
Source: the OMol25 dataset
Level of theory: the ωB97M-V functional and the def2-TZVPD basis

XYZ file:
```
18
Properties=species:S:1:pos:R:3:forces:R:3
Cl 1.91049 0.13084 1.07193 2.2 -0.2 1.3
Si 0.31806 0.20488 -0.08898 -0.8 1.1 -1.2
C 0.97468 -0.19524 -1.85714 0.2 -1.4 1.2
C 0.13932 2.99868 0.75602 -1.4 -2.6 -1.9
C -0.35022 1.94231 0.09920 -0.2 -0.6 0.6
C -0.94956 -0.88566 0.73026 0.5 -1.0 1.3
C -0.59855 -2.37624 0.51358 0.8 0.2 -1.4
H -1.87890 -0.58438 0.24196 -0.4 -0.4 0.4
H -1.42357 1.89062 -0.08448 -0.1 0.7 -0.3
H -0.38470 -2.50940 -0.55824 -0.1 -0.1 0.0
H 0.39307 -2.63833 0.98428 -1.4 0.0 0.0
H -0.98003 -0.80258 1.87923 -0.2 0.8 -1.8
H 1.73956 0.54071 -2.11181 -0.6 0.4 -0.3
H -1.43336 -3.05931 0.68609 0.4 0.0 0.6
H -0.44849 3.80802 0.93492 -1.7 2.3 0.6
H 0.22497 -0.43439 -2.65445 0.9 0.3 0.7
H 1.65288 -1.07771 -1.63389 -1.0 0.4 -0.5
H 1.09435 3.04716 1.09151 2.9 0.0 0.9
```
Forces are in eV/Å.

Computed properties:
- SMILES: C=C[Si@@](C)(Cl)CC
- DFT total energy: -946.81214 a.u.
- Net charge: 0
- HOMO level: -9.876 eV
- Energy above the lowest of the compared OMol25 structures with the same formula, charge and spin: 0.0 kJ/mol
- Frontier orbital gap: 10.69 eV
- Multiplicity: 1
- Lowest unoccupied orbital energy: 0.8 eV

=====

Record 3
Formula: C5H11CuN5O6S
Source: the OMol25 dataset
Level of theory: the ωB97M-V functional and the def2-TZVPD basis

XYZ file:
```
29
Properties=species:S:1:pos:R:3:forces:R:3
Cu -0.51037 -0.80464 -1.26826 0.0 0.1 -0.1
S -0.43998 -0.00336 -3.37299 0.0 0.0 0.0
O -1.86940 -0.79138 0.70553 0.1 -0.2 0.0
O 2.21745 -1.19551 1.89444 0.0 0.0 0.1
O 2.54704 1.40826 -0.55606 0.0 0.0 0.0
O -1.45944 -1.51123 2.80425 0.0 0.0 0.0
O 2.65938 -0.85745 -0.92158 0.1 -0.4 -0.1
O 1.01463 0.76453 1.81285 0.0 0.0 0.1
N -0.06114 2.09622 -1.74292 0.0 0.0 0.0
N 0.51301 2.38812 -3.92418 0.0 0.0 0.0
N -0.31846 -2.43359 1.15429 0.0 0.0 0.0
N 0.23964 -2.34374 -0.13854 0.0 -0.1 0.0
N -0.37804 1.29261 -0.64493 0.0 0.0 0.0
C -1.26283 -1.50106 1.48710 -0.1 0.1 0.1
C -2.35086 -0.50211 3.29437 0.0 0.0 0.0
C 2.50042 0.21705 -0.42561 0.0 0.3 0.2
C 1.76377 -0.14104 1.54555 0.0 0.0 -0.2
C 0.04230 1.56270 -2.97299 0.0 0.0 0.1
H -1.29720 1.52553 -0.28565 0.0 0.0 0.0
H 0.33562 -2.65904 1.89221 0.0 0.0 0.0
H 0.17298 -3.25416 -0.57686 0.0 0.0 0.0
H -1.93810 0.48460 3.09203 0.0 0.0 0.0
H 0.31873 1.40284 0.09320 0.0 0.0 0.0
H 0.69632 1.99578 -4.83014 0.0 0.0 0.0
H -3.32886 -0.59640 2.82766 0.0 0.0 0.0
H -2.41832 -0.67220 4.36360 0.0 0.0 0.0
H 0.42363 2.95759 -1.54262 0.0 0.0 0.0
H 0.95894 3.25743 -3.68432 0.0 0.0 0.0
H 1.22913 -2.08636 -0.07943 0.0 0.0 0.0
```
Forces are in eV/Å.

Computed properties:
- DFT total energy: -2961.05402 a.u.
- Net charge: 0
- HOMO level (alpha / beta): -6.852 / -8.411 eV
- Energy above the lowest of the compared OMol25 structures with the same formula, charge and spin: 0.0 kJ/mol
- Frontier orbital gap (alpha / beta): 7.26 / 8.39 eV
- Multiplicity: 2
- Lowest unoccupied orbital energy (alpha / beta): 0.4 / 0.0 eV

=====

Record 4
Formula: C5H11DyO3
Source: the OMol25 dataset
Level of theory: the ωB97M-V functional and the def2-TZVPD basis

XYZ file:
```
20
Properties=species:S:1:pos:R:3:forces:R:3
Dy -2.33586 -1.13893 0.43234 3.1 -0.3 -0.3
O -0.41679 0.35483 -1.99664 -0.5 -0.6 0.4
O 0.65524 -1.82319 3.51984 -0.6 -0.4 -1.2
O -0.12662 -1.47211 0.35664 -3.6 0.2 0.6
C -1.61182 1.82006 -3.40514 -0.2 0.4 0.8
C 0.71492 0.22104 -1.13199 0.6 0.3 -0.3
C 0.78471 -1.22213 -0.66292 1.0 0.3 -0.2
C 0.51458 -0.49995 3.96723 -0.1 0.7 0.0
C -0.56904 1.55291 -2.62080 -0.5 0.8 0.1
H 1.00101 0.21455 3.27912 0.0 -0.2 0.3
H 0.13477 2.32920 -2.30287 0.1 -0.3 -0.5
H 1.82156 -1.41001 -0.32497 -0.4 0.0 0.1
H 0.33695 -1.87098 2.58280 0.7 0.1 1.0
H 0.95587 -0.41293 4.96982 0.0 -0.1 -0.4
H -1.71950 2.82248 -3.81594 0.1 -0.3 0.0
H -2.49349 1.17888 -3.41847 0.5 -0.2 -0.5
H 0.62249 -1.90921 -1.51513 0.0 0.4 0.1
H 0.62516 0.96566 -0.32623 0.0 -0.5 0.2
H 1.64832 0.49234 -1.64532 -0.3 -0.2 -0.3
H -0.54246 -0.19249 4.05862 0.1 -0.1 0.0
```
Forces are in eV/Å.

Computed properties:
- DFT total energy: -1307.54805 a.u.
- Net charge: +1
- HOMO level (alpha / beta): -12.153 / -12.150 eV
- Energy above the lowest of the compared OMol25 structures with the same formula, charge and spin: 0.0 kJ/mol
- Frontier orbital gap (alpha / beta): 7.97 / 6.20 eV
- Multiplicity: 7
- Lowest unoccupied orbital energy (alpha / beta): -4.2 / -6.0 eV

=====

Record 5
Formula: C5H11FO
Source: the OMol25 dataset
Level of theory: the ωB97M-V functional and the def2-TZVPD basis

XYZ file:
```
18
Properties=species:S:1:pos:R:3:forces:R:3
F -0.56338 -0.04878 2.45502 -0.3 -0.9 0.6
O -1.54020 1.61671 0.60475 1.8 0.4 -4.2
C -0.31816 0.98168 0.38136 -0.8 0.1 0.8
C 0.56479 -1.78198 -1.16037 -1.6 -3.7 1.5
C 0.42628 1.61122 -0.71527 -0.1 0.7 -1.2
C -0.83483 -1.71469 -0.47718 1.9 -0.7 0.4
C 0.32158 0.58074 1.64564 3.9 1.3 -0.1
H -0.16208 1.32889 -1.59775 0.0 0.6 -0.2
H 1.40941 1.12796 -0.96844 -0.6 1.0 0.8
H -1.70791 -1.41678 -1.01949 -0.2 0.2 -0.3
H 1.36676 0.07142 1.45247 -2.3 0.0 0.3
H 0.61382 -2.70031 -1.89397 0.0 1.2 1.5
H -1.00178 -2.46029 0.34131 0.1 1.0 -0.7
H 0.34713 2.78862 -0.61175 0.7 -2.3 -0.3
H -1.71097 1.43508 1.46502 -1.6 -0.8 4.2
H 0.72276 1.46837 2.25120 -0.9 -0.5 -0.6
H 1.34419 -1.89144 -0.35611 -0.6 0.1 -1.1
H 0.72261 -0.99643 -1.79643 0.6 2.3 -1.3
```
Forces are in eV/Å.

Computed properties:
- DFT total energy: -372.04087 a.u.
- Net charge: 0
- HOMO level (alpha / beta): -7.373 / -8.000 eV
- Energy above the lowest of the compared OMol25 structures with the same formula, charge and spin: 377.1 kJ/mol
- Frontier orbital gap (alpha / beta): 8.19 / 8.58 eV
- Multiplicity: 1
- Lowest unoccupied orbital energy (alpha / beta): 0.8 / 0.6 eV

=====

Record 6
Formula: C5H11FSi
Source: the OMol25 dataset
Level of theory: the ωB97M-V functional and the def2-TZVPD basis

XYZ file:
```
18
Properties=species:S:1:pos:R:3:forces:R:3
Si 1.27787 -0.57173 0.21764 1.4 0.9 -0.5
F 2.37870 -1.43679 -0.62904 -0.1 -0.4 0.3
C 1.81407 1.17564 -0.39870 0.1 -0.9 1.0
C 1.41427 -0.94039 2.09847 3.0 -1.6 -2.5
C -2.69464 -0.32982 -0.27236 -0.6 -0.7 0.1
C -2.99275 -0.13789 -1.60194 2.9 -1.2 -2.0
C -1.81505 -1.24076 0.30958 -0.6 -0.4 1.3
H 1.15150 -1.99534 2.07374 -0.1 -0.2 0.5
H -1.80533 -1.47649 1.41963 -0.2 0.7 -1.4
H -1.11130 -1.88895 -0.21797 -0.4 0.5 -0.4
H 2.38876 -0.79690 2.62003 -0.7 0.0 -0.5
H -2.29757 -0.74535 -2.32602 -1.7 1.3 1.0
H 1.56860 1.94303 0.32002 -0.1 0.4 0.2
H 0.65848 -0.38573 2.46557 -2.5 1.8 1.9
H 1.45498 1.44515 -1.36700 -0.6 0.1 -0.6
H 2.89610 1.10502 -0.50105 0.2 0.0 0.2
H -3.41610 0.21680 0.29553 0.1 0.3 1.3
H -3.56091 0.72105 -1.98149 0.1 -0.7 0.3
```
Forces are in eV/Å.

Computed properties:
- DFT total energy: -586.37319 a.u.
- Net charge: 0
- HOMO level (alpha / beta): -6.881 / -10.528 eV
- Energy above the lowest of the compared OMol25 structures with the same formula, charge and spin: 0.0 kJ/mol
- Frontier orbital gap (alpha / beta): 7.91 / 9.44 eV
- Multiplicity: 3
- Lowest unoccupied orbital energy (alpha / beta): 1.0 / -1.1 eV

=====

Repeat the third record exactly.
Formula: C5H11CuN5O6S
Source: the OMol25 dataset
Level of theory: the ωB97M-V functional and the def2-TZVPD basis

XYZ file:
```
29
Properties=species:S:1:pos:R:3:forces:R:3
Cu -0.51037 -0.80464 -1.26826 0.0 0.1 -0.1
S -0.43998 -0.00336 -3.37299 0.0 0.0 0.0
O -1.86940 -0.79138 0.70553 0.1 -0.2 0.0
O 2.21745 -1.19551 1.89444 0.0 0.0 0.1
O 2.54704 1.40826 -0.55606 0.0 0.0 0.0
O -1.45944 -1.51123 2.80425 0.0 0.0 0.0
O 2.65938 -0.85745 -0.92158 0.1 -0.4 -0.1
O 1.01463 0.76453 1.81285 0.0 0.0 0.1
N -0.06114 2.09622 -1.74292 0.0 0.0 0.0
N 0.51301 2.38812 -3.92418 0.0 0.0 0.0
N -0.31846 -2.43359 1.15429 0.0 0.0 0.0
N 0.23964 -2.34374 -0.13854 0.0 -0.1 0.0
N -0.37804 1.29261 -0.64493 0.0 0.0 0.0
C -1.26283 -1.50106 1.48710 -0.1 0.1 0.1
C -2.35086 -0.50211 3.29437 0.0 0.0 0.0
C 2.50042 0.21705 -0.42561 0.0 0.3 0.2
C 1.76377 -0.14104 1.54555 0.0 0.0 -0.2
C 0.04230 1.56270 -2.97299 0.0 0.0 0.1
H -1.29720 1.52553 -0.28565 0.0 0.0 0.0
H 0.33562 -2.65904 1.89221 0.0 0.0 0.0
H 0.17298 -3.25416 -0.57686 0.0 0.0 0.0
H -1.93810 0.48460 3.09203 0.0 0.0 0.0
H 0.31873 1.40284 0.09320 0.0 0.0 0.0
H 0.69632 1.99578 -4.83014 0.0 0.0 0.0
H -3.32886 -0.59640 2.82766 0.0 0.0 0.0
H -2.41832 -0.67220 4.36360 0.0 0.0 0.0
H 0.42363 2.95759 -1.54262 0.0 0.0 0.0
H 0.95894 3.25743 -3.68432 0.0 0.0 0.0
H 1.22913 -2.08636 -0.07943 0.0 0.0 0.0
```
Forces are in eV/Å.

Computed properties:
- DFT total energy: -2961.05402 a.u.
- Net charge: 0
- HOMO level (alpha / beta): -6.852 / -8.411 eV
- Energy above the lowest of the compared OMol25 structures with the same formula, charge and spin: 0.0 kJ/mol
- Frontier orbital gap (alpha / beta): 7.26 / 8.39 eV
- Multiplicity: 2
- Lowest unoccupied orbital energy (alpha / beta): 0.4 / 0.0 eV

=====

Which formula does entry 5 have? C5H11FO